[1]
DFT (ωB97M-V/def2-TZVPD) results for an isolated ion of composition C25H25FNO6 and charge -1.

Geometry as XYZ:
```
58
Properties=species:S:1:pos:R:3:lowdin_charge:R:1
C -2.35 -2.46 1.20 -0.15
C -3.04 3.64 -2.44 -0.08
C 1.01 1.57 -0.80 -0.23
H -4.94 -4.50 2.07 0.11
O -1.00 2.63 -1.66 0.02
H 6.21 3.39 -2.71 0.08
C -3.47 -3.31 1.08 -0.17
H 4.97 1.76 -1.42 0.13
H -1.82 -2.75 4.53 0.09
O 2.81 0.42 -1.94 0.10
H -4.77 -2.83 -0.55 0.11
H -3.07 4.22 -1.52 0.08
H 1.67 1.63 4.52 0.10
C -0.44 -0.18 0.39 -0.05
H 5.21 4.27 -1.54 0.08
O -1.60 -4.88 -0.76 -0.03
C 1.27 1.14 2.46 -0.03
H -0.90 0.15 1.33 0.10
H 1.39 -0.43 -0.56 0.15
C 2.07 1.20 3.60 -0.08
C -2.68 -2.79 -1.08 -0.18
H -4.05 -4.45 -0.65 0.12
C 1.78 0.56 1.29 -0.17
H -3.93 -4.07 4.35 0.08
C 3.10 0.13 1.24 -0.02
C -2.29 -2.88 3.56 -0.11
C 0.92 0.35 0.05 -0.21
N -1.97 -2.04 -0.07 -0.01
C -0.99 -1.14 -0.40 -0.04
C -3.47 -3.64 3.45 -0.12
F 0.99 2.70 0.00 0.06
C 3.38 0.71 3.57 -0.11
H 4.39 1.75 -3.11 0.13
C -2.31 2.34 -2.26 -0.20
O -0.89 -3.46 -2.46 -0.05
H 4.91 -0.23 2.34 0.10
H 0.24 1.52 2.47 0.12
H -2.16 1.83 -3.22 0.12
C 2.38 1.50 -1.57 -0.38
O -0.19 0.82 -2.76 0.13
C -4.05 -3.88 2.20 -0.04
C 5.18 3.64 -2.43 -0.08
H 4.00 0.73 4.47 0.09
H -4.07 3.43 -2.76 0.08
H -0.76 -1.74 2.47 0.10
H -2.85 1.67 -1.58 0.13
C -1.70 -2.29 2.42 -0.01
C 3.90 0.17 2.39 -0.08
H -2.56 4.23 -3.22 0.08
H 4.74 4.20 -3.26 0.08
C -3.87 -3.42 -0.34 -0.09
C 4.45 2.34 -2.19 -0.20
C -0.12 1.64 -1.86 -0.39
C -1.56 -3.89 -1.51 -0.68
H -0.66 -1.20 -1.44 0.13
H 3.46 -0.28 0.29 0.12
H -2.92 -2.18 -1.96 0.14
O 3.08 2.63 -1.72 0.04
```

SMILES string: CCOC(=O)C(F)(C(=O)OCC)[C@H](/C=C/N1c2ccccc2C[C@@H]1C(=O)[O-])c1ccccc1
highest occupied orbital energy: -3.4446 eV
molar mass: 454.47 g mol⁻¹
charge: -1
electronic energy: -42824.5584 eV
HOMO-LUMO gap: 5.969 eV

***

[2]
DFT (ωB97M-V/def2-TZVPD) results for C4H6O2 as an isolated structure.

Geometry as XYZ:
```
12
Properties=species:S:1:pos:R:3:lowdin_charge:R:1
C 0.83 -0.23 0.39 -0.10
C 0.77 1.27 0.32 -0.08
H 0.90 1.79 1.26 0.11
O -1.51 -1.84 -0.14 0.11
H -1.19 0.49 1.01 0.16
H 1.20 1.71 -0.57 0.12
H 0.90 -0.77 1.33 0.11
O -1.14 0.28 -1.04 0.00
C -0.97 -1.12 -0.92 -0.34
H 1.41 -0.71 -0.40 0.11
C -0.49 0.53 0.18 -0.33
H -0.23 -1.40 -1.68 0.15
```

highest occupied orbital energy: -10.2962 eV
molar mass: 86.09 g mol⁻¹
electronic energy: -8337.8842 eV
HOMO-LUMO gap: 11.335 eV

***

[3]
DFT (ωB97M-V/def2-TZVPD) results for a 2-piece molecular cluster, CH3NOS overall.

Geometry as XYZ:
```
7
Properties=species:S:1:pos:R:3:lowdin_charge:R:1
H -0.29 -0.90 -1.35 -0.17
O 2.96 0.89 -0.60 -0.01
S -1.38 -0.44 -0.67 0.57
C 2.06 1.39 -1.14 0.02
H -1.11 -1.17 1.37 0.02
H -1.42 0.46 1.42 0.01
N -0.81 -0.23 0.97 -0.43
```

highest occupied orbital energy: -9.0494 eV
molar mass: 77.11 g mol⁻¹
electronic energy: -15457.2751 eV
HOMO-LUMO gap: 9.703 eV

***

[4]
DFT (ωB97M-V/def2-TZVPD) results for an isolated molecule of C5H10O2.

Geometry as XYZ:
```
17
Properties=species:S:1:pos:R:3:lowdin_charge:R:1
H -1.06 -1.20 1.31 0.08
H -2.57 -0.81 0.46 0.09
O 1.04 1.72 0.55 0.01
C -0.97 0.46 -0.11 -0.53
H 0.11 2.07 0.72 0.09
H -1.28 -1.70 -0.39 0.09
C 0.79 0.50 0.00 -0.52
O -1.40 1.57 0.34 -0.08
H 0.49 -0.52 -1.91 0.13
C 0.43 0.43 -1.37 0.10
C 1.49 -0.63 0.70 -0.02
H 2.57 -0.43 0.70 0.09
H 0.41 1.35 -1.96 0.14
C -1.48 -0.91 0.35 -0.01
H 1.18 -0.68 1.75 0.09
H 1.32 -1.60 0.24 0.09
H -1.11 0.35 -1.30 0.17
```

highest occupied orbital energy: -8.6748 eV
molar mass: 102.13 g mol⁻¹
electronic energy: -9438.8216 eV
HOMO-LUMO gap: 9.092 eV

***

[5]
DFT (ωB97M-V/def2-TZVPD) results for C36H90F4KN2O32P6S4 as an isolated structure.

Geometry as XYZ:
```
175
Properties=species:S:1:pos:R:3:lowdin_charge:R:1
C -2.62 23.98 10.35 -0.24
H 10.34 25.97 5.33 0.11
H -6.37 19.90 -3.37 0.07
O 3.97 23.18 -4.52 -0.32
O 1.33 23.21 6.39 -0.33
H 7.56 23.99 0.90 0.12
H -4.89 29.10 6.94 0.11
H -3.15 16.62 3.62 0.12
H -1.80 13.17 1.53 0.09
H -3.94 25.14 -3.09 0.13
O -2.23 15.70 1.41 -0.17
H -4.12 25.04 -0.57 0.09
S 1.31 24.69 6.13 0.41
F 4.30 25.09 -5.74 -0.23
H 7.90 25.46 6.41 0.07
S 2.32 25.04 -2.76 0.40
H -8.85 21.69 -6.46 0.08
O -4.91 32.88 5.68 -0.23
H 1.59 17.99 7.33 0.08
O 2.91 26.00 -1.77 -0.36
C -2.51 23.01 9.15 -0.06
H 0.79 24.68 14.60 0.11
C -4.28 24.24 -2.58 -0.28
O 5.08 25.14 -3.28 -0.32
H 7.51 15.10 10.34 0.11
C 0.80 18.22 0.74 -0.25
H 7.74 22.15 0.93 0.13
H 6.80 12.67 8.85 0.07
C -7.87 22.11 -6.72 -0.09
H -2.08 36.03 8.75 0.07
C 8.16 23.12 1.17 -0.27
F 0.91 25.63 -2.84 -0.19
H 2.95 18.73 0.80 0.08
H 5.87 22.30 3.42 0.12
H 2.54 17.19 1.52 0.07
H -5.48 25.49 -1.29 0.07
H 8.27 12.92 9.24 0.08
C 2.32 17.85 0.69 -0.06
H 9.82 24.32 0.68 0.08
H -0.43 13.80 0.61 0.07
H 10.37 22.66 0.64 0.08
C 2.08 17.04 7.52 -0.06
P -0.92 16.50 1.88 0.44
H 9.51 26.79 4.17 0.11
O -6.20 23.66 -5.85 -0.19
H -5.51 20.98 -2.39 0.06
C 7.40 13.56 9.06 -0.10
C 8.30 26.38 5.99 -0.06
O -1.06 25.91 12.27 -0.28
O -3.86 33.35 8.00 -0.19
O -3.58 23.47 -5.54 -0.28
S 0.23 24.22 4.01 0.62
O -4.34 30.97 7.24 -0.20
H -7.91 30.09 9.34 0.08
H 4.02 14.88 6.13 0.12
H -7.08 29.75 7.94 0.07
O 5.54 14.98 7.39 -0.21
C -4.39 20.73 -4.10 -0.30
H -3.16 14.72 0.14 0.12
H -1.53 22.55 8.99 0.07
O 0.63 22.83 3.70 -0.29
H -5.53 31.05 9.40 0.12
H -7.85 22.51 -4.77 0.11
H -1.28 34.52 8.66 0.07
N 2.61 25.40 -4.21 -0.25
C -0.15 23.45 16.08 -0.08
C -2.27 34.95 8.77 -0.07
H 9.20 23.31 -0.57 0.08
H 2.40 17.22 -0.20 0.07
H 0.69 22.18 10.84 0.12
C -4.61 29.98 6.35 -0.32
C 9.50 23.30 0.48 -0.08
H -3.58 21.28 -3.62 0.11
H 2.78 21.51 12.07 0.08
P 7.95 24.05 3.66 0.43
S 4.03 24.62 -4.22 0.57
C -2.67 17.59 3.44 -0.25
H 0.65 18.78 -0.18 0.12
O -1.06 23.95 13.91 -0.23
O 3.73 16.16 8.90 -0.22
H -0.62 25.48 15.18 0.12
H 7.13 20.52 5.32 0.07
O 8.59 23.13 2.49 -0.20
H -3.23 30.61 5.01 0.07
H 8.59 27.20 6.64 0.07
H 2.66 16.95 6.60 0.07
H 8.01 20.67 3.74 0.07
O -6.21 32.59 8.01 -0.19
C 6.85 14.25 10.24 -0.28
H -3.93 19.08 4.33 0.07
O 0.56 25.48 7.14 -0.33
C -4.84 24.61 -1.26 -0.08
O -0.06 17.08 0.57 -0.20
H 7.34 26.74 5.64 0.05
H -7.97 22.50 -7.73 0.08
C -6.42 31.57 9.05 -0.24
H -2.90 23.49 8.26 0.08
C 6.43 22.23 4.35 -0.29
O 6.32 17.01 8.85 -0.28
H -8.31 23.98 -5.57 0.12
C -3.30 29.67 5.56 -0.05
H 2.57 22.85 13.21 0.08
C -3.50 18.87 3.35 -0.06
H 6.90 13.70 11.18 0.13
H -2.17 17.57 4.41 0.11
H 3.75 13.82 7.66 0.11
H -2.34 29.51 6.05 0.08
O -1.21 24.39 4.17 -0.28
K 3.73 27.73 2.66 0.93
H 0.15 22.49 15.66 0.08
C 3.17 17.41 8.53 -0.26
H -1.68 15.49 -0.52 0.12
H -5.37 30.28 5.63 0.12
P -4.88 32.48 7.09 0.47
C 2.39 22.53 12.18 -0.08
H -2.40 25.03 10.17 0.11
H 6.27 20.27 3.74 0.07
O -1.55 17.77 2.56 -0.19
O 6.97 25.00 3.10 -0.24
H -6.82 32.24 9.82 0.12
H 5.46 12.70 5.65 0.07
O -1.82 23.48 11.43 -0.20
H -2.78 19.68 3.25 0.08
P 5.32 15.84 8.79 0.57
O -5.21 23.55 -3.40 -0.20
F 2.86 25.14 6.41 -0.24
O 0.69 23.96 12.01 -0.20
H 0.57 18.83 1.61 0.11
C 0.95 22.55 11.83 -0.28
C 9.35 25.98 4.89 -0.26
C 7.07 20.80 4.27 -0.06
N 1.35 25.17 4.82 -0.31
H 3.88 18.11 8.11 0.12
C -7.41 30.61 8.52 -0.09
H -7.05 21.40 -6.70 0.08
C -3.35 34.62 7.74 -0.29
H -4.33 18.98 2.65 0.07
F 0.49 24.98 2.62 -0.22
H -1.60 12.81 -0.21 0.08
H -8.24 30.97 7.91 0.09
P -0.85 24.41 12.35 0.53
H -3.68 23.98 10.61 0.11
C -7.62 23.13 -5.63 -0.20
H -3.91 20.01 -4.77 0.12
H -3.46 28.80 4.93 0.07
C -1.49 13.57 0.57 -0.07
H 0.38 21.95 12.54 0.11
H 7.58 14.15 8.16 0.09
O 1.99 23.70 -2.35 -0.28
O 5.54 14.66 9.87 -0.19
C -2.10 14.91 0.30 -0.34
H -4.20 35.29 7.72 0.12
H -2.47 34.86 9.84 0.07
P -4.98 23.17 -4.95 0.53
H 5.72 22.09 5.16 0.12
H -4.91 19.35 -2.49 0.07
O 7.45 23.08 4.81 -0.15
O 9.24 24.70 4.34 -0.16
H -5.44 23.90 -0.69 0.08
H 3.92 12.27 6.30 0.08
H -3.05 34.68 6.69 0.12
H -3.11 22.10 9.18 0.07
O -0.12 15.74 2.83 -0.23
O -5.10 21.50 -5.01 -0.23
C -0.21 24.49 14.97 -0.24
H 2.87 23.15 11.43 0.09
C 4.43 14.27 6.93 -0.30
H -3.44 23.55 -2.51 0.12
H 0.45 23.73 16.94 0.07
H 2.74 17.70 9.50 0.12
C 4.82 12.84 6.52 -0.08
C -5.35 20.15 -3.08 -0.07
H 1.35 16.26 7.73 0.09
H -1.08 23.34 16.64 0.07
H 5.42 12.35 7.29 0.06
```

highest occupied orbital energy: -6.9057 eV
molar mass: 1492.30 g mol⁻¹
charge: -1
electronic energy: -233567.7739 eV
HOMO-LUMO gap: 6.958 eV

***

Calculated relative energy (zero: lowest compared OMol25 entry of this formula, charge and spin) in order - 0.0; 59.4; 35.4; 97.3; 255.6 kcal/mol